Entry 1:
C38H51F3N3O11 | ωB97M-V/def2-TZVPD

Calculated values
- lowest unoccupied orbital energy (eV) = -2.908
- molecular weight (u) = 782.8
- largest force on an atom (Eh/bohr) = 0.0319
- HOMO-LUMO gap (eV) = 8.27

ORCA input file:
```
! wB97M-V def2-TZVPD RIJCOSX def2/J DEFGRID3
* xyz 1 1
F -3.18583 6.75033 -1.32570
F -3.49447 0.62538 0.53916
F 6.42893 -2.57155 7.74680
O 4.54507 -3.66348 8.35131
O 2.99572 -4.61618 9.69231
O 2.83218 2.43254 -0.29319
O 4.40187 -3.04927 10.49448
O -1.77225 5.48239 -2.55105
O -3.09252 4.96195 -4.26977
O -4.93240 0.47471 2.27534
O -1.08313 3.96376 -4.06980
O -4.46037 -1.58596 3.00089
O -6.22300 -0.47966 3.86873
O 0.37810 -0.04785 2.25857
N 3.23248 -2.71779 -0.12412
N 2.81189 -0.51455 -0.65463
N 2.10040 -2.28179 -2.08992
C 1.74923 3.49702 1.55635
C 3.88903 -2.40767 1.13941
C 1.78972 -3.40153 2.20046
C -3.58065 -1.32408 1.90791
C 1.43285 4.37882 -0.65150
C 1.15872 -0.67693 -4.88408
C -3.85960 5.81733 -3.41108
C 1.00088 -0.13478 -2.37927
C -4.43291 -1.23617 -3.46309
C 5.28706 -2.46359 8.47171
C 0.90969 4.47730 2.07485
C 0.30682 5.39410 1.22059
C 3.09474 -2.92911 2.32359
C -1.90328 4.72505 -3.67755
C 1.71667 -3.91955 4.54852
C -3.62963 0.18394 1.81895
C -1.11322 -1.74681 -5.36168
C -2.63724 -1.58486 -5.32521
C 0.75147 -1.61568 -2.17841
C 1.72664 0.12841 -3.71495
C -3.12584 -0.76676 -4.11572
C -6.22111 -0.18515 -2.00265
C 1.99815 3.43347 0.18847
C 3.01629 -3.42842 4.67514
C 2.71736 -1.84965 -0.95384
C 0.64559 0.56497 -0.00496
C 3.70686 -2.93778 3.57499
C 0.57939 5.34955 -0.14335
C 3.88739 -3.85726 9.53881
C 5.55410 -2.39230 9.95762
C -0.35811 -0.45671 -5.07371
C 1.09739 -3.89676 3.30820
C -5.30733 -0.52941 3.12776
C 2.35369 1.74481 -1.43404
C 1.11650 0.30687 1.39769
C -2.77930 6.48235 -2.58840
C 1.71113 0.39238 -1.11277
C -5.49562 -0.11462 -3.33974
H 3.21891 1.57149 -2.07138
H 5.62879 -1.37629 10.33522
H 1.26097 -3.39850 1.25834
H -0.76408 0.07092 -4.21901
H -4.84350 -2.06450 -4.03265
H 0.09580 -4.27058 3.16985
H 1.64379 2.32917 -2.01199
H -0.84096 -2.07221 -6.36526
H 0.13680 6.03405 -0.84488
H 1.64713 4.33505 -1.70908
H -0.37444 6.14090 1.59626
H 4.05778 -1.34267 1.22667
H 1.18148 -4.31788 5.39412
H -2.33765 -0.82522 -3.36241
H 3.71663 -0.14233 -0.92245
H 0.19988 1.55127 -0.10076
H -2.97551 -1.16209 -6.26785
H -2.36717 7.39086 -3.03016
H 1.35247 -1.73981 -4.74374
H -0.15768 -0.14653 -0.18538
H -4.97753 0.83952 -3.38916
H -3.08908 -2.57304 -5.26426
H 0.71592 4.51258 3.13316
H 4.86495 -2.88455 1.14278
H -6.62749 -1.17884 -1.83253
H 1.58968 1.17768 -3.96403
H -7.03717 0.53182 -1.99295
H -2.90068 0.69732 2.44828
H 0.02757 0.34677 -2.42005
H -5.53104 0.06232 -1.20108
H 2.20815 2.78688 2.22733
H 0.21895 -1.79656 -1.24373
H 3.46939 -3.44335 5.65435
H 4.69708 -1.63315 8.07887
H 6.45311 -2.94796 10.22678
H -0.81697 -2.56403 -4.70124
H 1.94628 -3.28413 -2.02961
H -4.51761 5.21167 -2.78709
H 1.68181 -0.38355 -5.78955
H 2.79305 -0.07199 -3.63111
H -6.18417 -0.20510 -4.17508
H -4.45329 6.51655 -3.99274
H 3.18031 -3.69842 -0.35711
H -3.17406 0.28019 -4.40385
H 0.15032 -2.04427 -2.96739
H -0.49776 0.19238 -5.93615
H -2.58485 -1.71068 2.11194
H -4.24142 -1.57961 -2.44970
H -3.97553 -1.78719 1.00132
H 2.18302 0.45233 1.61685
H 4.71340 -2.57046 3.70887
*
```

***

Entry 2:
C38H51MgN3O9S2Se | ωB97M-V/def2-TZVPD

Calculated values
- lowest unoccupied orbital energy (eV) = 3.988
- molecular weight (u) = 861.2
- largest force on an atom (Eh/bohr) = 0.0129
- HOMO-LUMO gap (eV) = 6.05

ORCA input file:
```
! wB97M-V def2-TZVPD RIJCOSX def2/J DEFGRID3
* xyz -2 1
Se 0.57912 -1.43950 1.50650
S -3.24299 -4.11247 0.58777
S -0.75373 -3.85660 -1.98986
Mg -1.60842 -1.51097 -0.45537
O -1.94247 0.12355 0.76111
O 0.28362 -3.36057 -1.09994
O -0.32650 -4.31300 -3.29155
O -0.03770 -0.49899 -1.37741
O -3.74851 -4.56998 1.86307
O -4.18733 -4.08144 -0.50094
O -5.36104 -1.09560 -1.03033
O -1.85983 -2.88379 -2.03800
O -2.48542 -2.84756 0.74505
N -3.26625 -0.31435 -1.68387
N -1.70498 1.05944 -2.70716
N -3.94105 0.95882 -3.45768
C -4.26714 1.38678 2.10033
C 3.08840 -0.58884 0.47182
C -0.64409 -6.49051 -1.52724
C 5.47891 0.11280 -0.15135
C 1.75393 -0.76385 0.15243
C 2.23361 2.13863 5.23434
C 0.92142 2.82241 4.85080
C -2.08838 -6.54354 0.81094
C -4.64478 -0.46573 -1.76016
C -1.81676 1.89701 2.33052
C -1.40977 -7.68446 0.39804
C 0.16552 2.04531 3.77738
C 3.05045 -0.23748 -4.54068
C 1.35777 1.43442 -3.86050
C 0.78393 -1.02677 -4.09064
C -5.16033 0.39444 -2.92143
C -3.12435 2.83591 0.40370
C -1.06968 2.51755 3.31207
C 4.00874 -0.15080 -0.46744
C 5.81606 1.58080 -0.45053
C 3.52854 0.02659 -1.76252
C 0.63065 0.86860 3.21455
C 1.24148 -0.48346 -1.13711
C -3.94887 2.24861 -4.09776
C -0.70862 -7.66608 -0.78869
C -3.17441 2.44611 1.88719
C 5.80430 -0.15617 1.31792
C -2.93434 0.55963 -2.60865
C -3.57992 3.69272 2.67751
C -1.29161 -5.33795 -1.10709
C -2.05875 -5.37163 0.06849
C 1.83584 -0.00601 -3.62691
C 1.25369 4.23146 4.33999
C 6.37643 -0.78773 -1.01027
C 2.20837 -0.17441 -2.14475
C 0.06496 2.94597 6.11919
C -1.30709 0.69771 1.71250
C -0.07629 0.20758 2.22086
H -0.18919 -0.88708 -3.64037
H 2.06155 1.13765 5.63112
H 0.34690 4.77637 4.07695
H 0.68151 -0.95959 -5.17925
H -2.68676 -6.54406 1.71003
H -2.38235 3.62192 0.23727
H -0.87485 3.45880 5.91442
H 1.87567 4.17478 3.44579
H -1.44393 1.50291 -3.57001
H -0.17701 1.95788 6.51265
H -3.00502 2.43715 -4.60829
H 6.86924 1.78821 -0.23831
H -4.05826 0.48902 1.52563
H 3.39324 -0.80936 1.48645
H 4.23814 0.32331 -2.52379
H -4.73000 2.26261 -4.85885
H -4.12964 3.06853 -3.39083
H 5.21393 0.47984 1.97851
H -0.06368 -6.44231 -2.43815
H -2.86955 4.51204 2.54265
H 2.71760 -0.24140 -5.58129
H -4.10220 3.21497 0.08577
H 2.17424 2.13786 -3.68394
H 0.56166 1.69945 -3.16920
H -0.95743 0.54680 -2.18510
H 6.16613 -1.83909 -0.81080
H 0.99960 1.57019 -4.88703
H 7.43278 -0.59734 -0.79732
H -1.45023 -8.58480 0.99984
H 2.74414 2.72513 6.00319
H -1.46263 3.42493 3.75564
H -5.69472 -0.22264 -3.64598
H 5.60797 -1.19363 1.58968
H 6.86193 0.04910 1.50439
H 3.51905 -1.19971 -4.33072
H -0.19146 -8.55292 -1.13892
H 5.62610 1.82277 -1.49627
H 5.20102 2.24360 0.15929
H 3.80942 0.54088 -4.44887
H 1.78885 4.80682 5.10169
H -2.85812 1.97479 -0.20077
H 1.08962 -2.04388 -3.84130
H 0.59661 3.50835 6.89303
H -5.83433 1.16298 -2.52991
H 6.20992 -0.61537 -2.07364
H 2.90356 2.04784 4.37864
H -4.55614 4.03530 2.32474
H -5.23876 1.78670 1.79298
H 1.56644 0.42931 3.53695
H -3.66459 3.48679 3.74663
H -4.33024 1.11497 3.15679
*
```